Computed, not measured: 2 unconnected molecules or ions with the total composition C2H8N2O2, with ωB97M-V with the def2-TZVPD basis set.

Last column: natural (NBO) charge in e.
Element x y z (Å)
O  -0.416  2.244  0.614  -0.7328
O  -0.874  1.136  -1.337  -0.7671
N  0.700  -0.062  0.324  -0.3866
N  1.696  0.068  -0.667  -0.6080
C  -0.584  1.166  0.042  0.6265
C  -0.737  -1.452  0.657  -0.4241
H  -1.296  0.344  0.509  0.0567
H  2.620  -0.192  -0.337  0.3565
H  -1.693  -1.328  1.157  0.2197
H  -0.901  2.070  -1.594  0.4885
H  -0.069  -2.047  1.267  0.1967
H  1.021  0.280  1.231  0.3900
H  1.415  -0.435  -1.504  0.3756
H  -0.882  -1.792  -0.362  0.2085

Atoms 1-6, force components in eV/Å:
O 0.7 -0.3 -0.3
O 0.6 -0.1 0.2
N -2.3 1.1 -0.9
N -0.1 -1.0 1.0
C -2.5 -0.8 1.1
C 2.2 -0.5 -0.3

2S+1 = 1
total charge = 0
LUMO (alpha / beta) = -0.203 / -0.204 eV
relative energy (zero: lowest compared OMol25 entry of this formula, charge and spin) = 138.5 kcal/mol
orbital gap (alpha / beta) = 8.33 / 8.32 eV
E = -9273.9062 eV